Record 1
The following is a DFT calculation (the ωB97M-V functional and the def2-TZVPD basis) of a 2-piece molecular cluster, C4H12 overall.

Each line ends with the Mulliken spin population.
CARTESIAN COORDINATES (ANGSTROEM)
C 1.104 -0.278 1.441  0.9823
C 2.126 0.798 1.134  1.8536
H 0.165 0.171 1.802  -0.3926
H 1.002 -0.911 0.506  -0.2493
H 1.379 -1.020 2.228  -0.3002
H 2.143 1.576 1.805  -0.6118
H 1.799 1.405 0.227  -0.3834
H 3.105 0.386 0.989  -0.4243
C -1.591 0.460 -1.483  1.4346
C -1.620 -1.028 -0.967  0.6965
H -1.378 1.134 -0.674  -0.1736
H -0.894 0.716 -2.264  -0.6541
H -2.579 0.698 -1.823  -0.1544
H -0.756 -1.398 -1.555  -0.1407
H -2.364 -1.735 -1.484  -0.4172
H -1.641 -0.975 0.118  -0.0655

Computed properties:
* multiplicity: 2
* energy above the lowest of the compared OMol25 structures with the same formula, charge and spin: 100.84 kJ/mol
* HOMO (spin up / spin down): 1.572 / -7.192 eV
* expectation value of S²: 0.75
* net charge: -1

Record 2
The following is a DFT calculation (the ωB97M-V functional and the def2-TZVPD basis) of a 2-piece molecular cluster, C2H6OS overall.

Each line ends with the natural charge from an NBO analysis.
CARTESIAN COORDINATES (ANGSTROEM)
S -2.375 0.787 -2.578  -0.2827
H -2.872 0.481 -1.391  0.1364
H -2.184 -0.521 -2.878  0.1478
C 0.326 -0.752 0.593  -0.5115
C 1.127 0.234 0.969  0.1383
O 2.236 0.016 1.747  -0.6844
H -0.640 -0.591 0.158  0.2113
H 0.673 -1.727 0.920  0.2066
H 0.905 1.286 0.805  0.1612
H 2.804 0.786 1.655  0.4770

Computed properties:
* energy above the lowest of the compared OMol25 structures with the same formula, charge and spin: 59.49 kJ/mol
* HOMO: -9.149 eV
* SMILES: C=CO.S
* net charge: 0

Record 3
The following is a DFT calculation (the ωB97M-V functional and the def2-TZVPD basis) of one molecule with the formula C3H9NO2S2.

Each line ends with the natural charge from an NBO analysis.
CARTESIAN COORDINATES (ANGSTROEM)
C -1.311 -2.091 0.358  -0.4472
C 0.498 -0.248 -1.994  -0.7886
C -1.223 1.938 1.166  -0.8635
N -1.170 -0.603 0.262  -0.8946
O -2.138 -0.384 -2.059  -0.9691
O -0.716 -0.264 2.786  -0.9423
S -1.130 0.321 -1.205  1.4042
S -1.642 0.180 1.760  1.4279
H -0.247 -2.426 0.641  0.2204
H -2.079 -2.244 1.163  0.2155
H -1.722 -2.373 -0.623  0.2387
H 0.836 0.696 -2.352  0.2181
H 0.550 -1.035 -2.745  0.2470
H 1.034 -0.455 -1.140  0.2184
H -0.953 2.501 2.115  0.2479
H -2.165 2.256 0.572  0.2387
H -0.449 2.166 0.465  0.2286

Computed properties:
* energy above the lowest of the compared OMol25 structures with the same formula, charge and spin: 403.92 kJ/mol
* HOMO: -9.204 eV
* net charge: 0

Record 4
The following is a DFT calculation (the ωB97M-V functional and the def2-TZVPD basis) of one molecule with the formula C5H8N4O2.

Each line ends with the natural charge from an NBO analysis.
CARTESIAN COORDINATES (ANGSTROEM)
C -1.852 2.042 0.533  -0.4211
C -0.407 0.132 -0.074  0.3282
C 0.856 -0.426 -0.066  0.0683
C -0.448 -2.059 0.197  0.1700
C -2.713 -0.811 -0.267  -0.4309
H -1.563 2.087 1.615  0.1939
H -2.116 3.085 0.179  0.2192
H -2.854 1.512 0.469  0.1887
H -0.068 1.995 -0.746  0.4354
H -0.919 -3.018 0.277  0.2006
H -3.063 -1.910 -0.353  0.2231
H -3.380 -0.259 0.565  0.2236
H -2.757 -0.296 -1.303  0.2397
N -0.917 1.412 -0.412  -0.6385
N 0.817 -1.742 0.073  -0.3997
N -1.254 -0.937 0.023  -0.3563
N 2.038 0.343 -0.007  0.5395
O 3.024 -0.285 0.208  -0.3359
O 1.890 1.533 -0.254  -0.4478

Computed properties:
* energy above the lowest of the compared OMol25 structures with the same formula, charge and spin: 481.48 kJ/mol
* HOMO: -8.634 eV
* SMILES: CNc1c([N+](=O)[O-])ncn1C
* net charge: 0

Record 5
The following is a DFT calculation (the ωB97M-V functional and the def2-TZVPD basis) of a 3-piece molecular cluster, C29H56FN3O10P2S overall.

Each line ends with the Mulliken spin population.
CARTESIAN COORDINATES (ANGSTROEM)
C 3.960 -1.688 3.558  0.0000
C 4.451 -2.552 2.412  0.0000
O 5.277 -3.348 2.633  0.0000
N 3.976 -2.449 1.047  0.0001
C 2.548 -2.418 0.922  0.0000
C 1.977 -3.250 -0.216  0.0033
O 1.820 -1.783 1.593  0.0006
C 4.662 -1.430 0.215  -0.0001
C 5.518 -0.440 1.007  0.0000
C 6.165 0.675 0.122  0.0000
C 5.286 1.918 -0.026  0.0000
C 3.921 1.714 -0.718  0.0000
C 3.463 2.948 -1.498  0.0000
F 4.273 3.099 -2.593  0.0000
S 6.749 -0.035 -1.427  0.0000
O 8.097 0.364 -1.571  0.0000
O 5.977 0.347 -2.563  0.0000
O 6.773 -1.618 -1.162  0.0000
C 5.458 -2.180 -0.922  0.0000
P 5.664 -4.006 -0.598  0.0000
P 6.793 -4.722 -2.338  0.0000
O 8.160 -5.004 -1.950  0.0000
O 6.093 -6.035 -2.948  0.0000
O 6.868 -3.585 -3.507  0.0000
H 3.259 -2.202 4.213  0.0000
H 4.809 -1.353 4.154  0.0000
H 3.480 -0.784 3.180  0.0000
H 0.947 -3.538 -0.021  -0.0011
H 2.623 -4.092 -0.462  0.0001
H 1.953 -2.598 -1.102  0.0000
H 3.877 -0.880 -0.308  -0.0001
H 6.354 -0.934 1.509  0.0000
H 4.960 0.073 1.791  0.0000
H 7.062 0.983 0.658  0.0000
H 5.805 2.720 -0.556  0.0000
H 5.097 2.301 0.981  0.0000
H 3.886 0.882 -1.421  0.0000
H 3.164 1.527 0.055  0.0000
H 3.537 3.827 -0.853  0.0000
H 2.433 2.777 -1.815  0.0000
H 4.908 -2.111 -1.869  0.0000
H 6.588 -4.199 0.450  0.0000
H 6.410 -6.161 -3.856  0.0000
H 6.023 -3.112 -3.578  0.0000
C -4.074 -3.243 -1.773  0.0073
C -3.961 -3.872 -0.369  0.0352
C -5.252 -3.602 0.408  0.0216
C -5.397 -2.136 0.810  -0.0222
C -4.169 -1.661 1.585  0.0251
C -2.830 -1.973 0.904  0.0171
N -2.761 -3.358 0.353  0.3017
O -2.491 -4.171 1.323  0.5924
C -2.552 -0.954 -0.219  0.0376
C -1.717 -1.707 1.920  -0.0440
C -3.839 -5.372 -0.646  -0.0023
H -4.781 -3.807 -2.384  0.0007
H -4.445 -2.221 -1.772  0.0011
H -3.112 -3.259 -2.288  -0.0041
H -5.279 -4.221 1.311  0.0043
H -6.114 -3.903 -0.193  0.0018
H -5.560 -1.507 -0.070  0.0005
H -6.286 -2.018 1.433  0.0020
H -4.248 -0.585 1.760  0.0019
H -4.191 -2.132 2.573  0.0046
H -1.653 -1.227 -0.776  -0.0124
H -2.383 0.040 0.194  0.0039
H -3.371 -0.842 -0.926  0.0013
H -1.853 -2.270 2.843  -0.0009
H -1.703 -0.652 2.199  0.0000
H -0.737 -1.954 1.510  0.0205
H -2.929 -5.592 -1.207  0.0002
H -4.688 -5.713 -1.240  0.0003
H -3.834 -5.968 0.265  0.0011
C -3.810 4.430 -2.054  0.0216
C -2.945 3.933 -0.877  0.0341
C -3.659 2.772 -0.185  0.0335
C -4.891 3.223 0.596  -0.0190
C -4.530 4.328 1.587  0.0237
C -3.738 5.493 0.978  0.0251
N -2.642 5.043 0.071  0.3376
O -1.629 4.692 0.796  0.5757
C -4.685 6.443 0.217  0.0152
C -3.206 6.351 2.130  -0.0102
C -1.673 3.415 -1.553  -0.0126
H -3.805 3.698 -2.863  0.0008
H -4.857 4.575 -1.802  0.0009
H -3.420 5.366 -2.458  -0.0116
H -2.971 2.269 0.503  -0.0094
H -3.954 2.022 -0.923  -0.0022
H -5.678 3.561 -0.083  0.0000
H -5.307 2.371 1.140  0.0013
H -5.443 4.710 2.049  -0.0003
H -3.946 3.878 2.396  0.0043
H -4.120 7.217 -0.305  -0.0111
H -5.360 6.947 0.910  0.0011
H -5.327 5.943 -0.505  0.0013
H -2.614 5.771 2.838  0.0006
H -4.037 6.778 2.692  0.0003
H -2.591 7.174 1.761  0.0003
H -1.145 4.223 -2.063  -0.0023
H -1.926 2.659 -2.297  -0.0003
H -0.985 2.946 -0.849  0.0029

Computed properties:
* multiplicity: 3
* HOMO (spin up / spin down): -8.795 / -9.020 eV
* expectation value of S²: 2.01
* net charge: 0

Short version: max |F| = 3.060, 1.255, 4.232, 3.034, 3.344 eV Å⁻¹, in the order given.